Entry 1:
C36H29AsNOPS4V as an isolated structure. Source: the Open Molecules 2025 dataset; level of theory: the ωB97M-V functional and the def2-TZVPD basis.

Geometry (Å):
As1 2.85 0.23 -3.00
V1 -2.33 0.24 0.58
S1 -3.57 -2.60 4.18
S2 -2.81 -0.04 2.79
S3 -4.38 -3.90 1.63
S4 -3.71 -1.46 0.01
P1 0.06 -0.42 0.71
O1 -4.42 -5.08 4.00
N1 -3.35 1.90 0.00
C1 -0.12 -3.87 2.82
C2 2.45 -1.61 -3.52
C3 -3.82 -2.25 1.56
C4 3.19 -3.73 -4.40
C5 -4.01 2.78 -0.35
C6 1.13 -2.05 -3.63
C7 -0.38 3.56 1.19
C8 0.43 -1.73 1.88
C9 -0.24 2.27 0.68
C10 -4.85 3.85 -0.78
C11 4.60 -1.27 -1.10
C12 0.13 1.21 1.50
C13 -3.45 -1.66 2.71
C14 -0.43 -2.82 1.97
C15 0.84 -3.32 -4.10
C16 1.91 -2.76 3.48
C17 3.47 -2.46 -3.92
C18 5.64 -1.35 -0.19
C19 -0.15 3.78 2.54
C20 5.13 1.04 -1.50
C21 6.43 -0.24 0.07
C22 1.61 -1.71 2.63
C23 -5.78 5.20 -2.52
C24 -4.17 -4.08 3.40
C25 1.42 0.48 -1.64
C26 -6.41 5.57 -0.21
C27 1.87 -4.17 -4.49
C28 1.03 -3.84 3.58
C29 0.34 1.45 2.87
C30 1.36 -0.57 -0.56
C31 4.33 -0.07 -1.76
C32 -6.50 5.89 -1.56
C33 0.21 2.72 3.37
C34 -5.58 4.54 0.19
C35 -4.94 4.17 -2.14
C36 6.18 0.96 -0.59
H1 1.26 -4.65 4.25
H2 -0.80 -4.72 2.89
H3 6.80 1.82 -0.40
H4 -6.99 6.12 0.52
H5 1.62 1.47 -1.23
H6 4.96 1.97 -2.02
H7 2.32 -0.89 2.53
H8 0.38 2.90 4.42
H9 1.65 -5.16 -4.86
H10 -5.49 4.27 1.23
H11 -7.16 6.70 -1.87
H12 -0.25 4.78 2.95
H13 -5.87 5.46 -3.56
H14 5.85 -2.29 0.31
H15 1.20 -1.57 -0.98
H16 0.48 0.55 -2.20
H17 -0.66 4.37 0.54
H18 -1.33 -2.85 1.38
H19 4.00 -4.38 -4.71
H20 4.50 -2.14 -3.86
H21 4.00 -2.15 -1.30
H22 2.82 -2.74 4.06
H23 0.30 -1.41 -3.35
H24 -4.37 3.61 -2.87
H25 -0.19 -3.65 -4.18
H26 -0.39 2.12 -0.39
H27 2.30 -0.62 0.00
H28 7.25 -0.31 0.77
H29 0.57 0.63 3.53

The LUMO energy (spin up / spin down) comes out at -3.940 / -3.418 eV. The gap between HOMO and LUMO (spin up / spin down) comes out at 6.3 / 6.7 eV. Its energy relative to the best compared isomer or geometry (same formula, charge and spin) is 90.9 kJ/mol. The HOMO energy (spin up / spin down) is -10.222 / -10.163 eV. Its spin multiplicity is 3. The charge is +1.



Entry 2:
C36H29BF2LuN8O3S2 as an isolated structure at a distorted geometry. Source: the Open Molecules 2025 dataset; level of theory: the ωB97M-V functional and the def2-TZVPD basis.

Geometry (Å):
Lu1 1.53 -0.71 1.53
S1 2.48 -3.27 1.27
S2 3.15 -4.88 3.74
F1 1.39 -1.02 3.79
F2 -0.60 -0.34 3.14
O1 3.65 -1.13 -2.35
O2 -8.54 2.51 -6.35
O3 2.79 -0.33 -0.02
N1 4.25 -2.66 3.21
N2 0.25 0.98 0.56
N3 4.30 -0.11 1.71
N4 -3.46 1.80 -2.53
N5 -4.21 -0.29 -2.38
N6 0.94 1.35 3.90
N7 3.15 0.32 2.44
N8 -0.45 -1.67 0.55
C1 -6.52 0.41 -4.13
C2 -9.59 1.62 -6.72
C3 -0.86 -2.93 0.67
C4 -2.03 -3.40 0.07
C5 1.45 3.79 5.20
C6 4.03 -0.44 0.48
C7 -1.03 2.84 -1.04
C8 -0.08 2.38 3.92
C9 2.47 2.98 4.93
C10 4.15 -4.13 5.06
C11 0.16 3.52 4.56
C12 5.09 -0.98 -0.40
C13 4.85 -1.29 -1.74
C14 -0.80 0.60 -0.21
C15 0.66 2.24 0.53
C16 7.13 -2.02 -2.00
C17 -2.64 1.06 -1.71
C18 5.05 -3.14 4.33
C19 -4.40 0.96 -2.91
C20 -1.22 -0.80 -0.16
C21 3.35 -3.47 2.74
C22 7.39 -1.70 -0.66
C23 -7.58 2.05 -5.52
C24 0.05 3.20 -0.28
C25 -2.39 -1.21 -0.82
C26 5.87 -1.81 -2.53
C27 6.38 -1.19 0.12
C28 -3.07 -0.22 -1.60
C29 -5.55 2.59 -4.37
C30 -2.78 -2.55 -0.68
C31 -6.57 2.96 -5.21
C32 3.33 1.27 3.37
C33 -5.51 1.31 -3.81
C34 -7.56 0.77 -4.98
C35 -1.49 1.51 -1.00
C36 2.31 1.81 4.09
B1 0.54 0.04 3.75
H1 -0.22 -3.59 1.23
H2 -6.61 3.95 -5.64
H3 1.58 4.68 5.80
H4 4.71 -4.89 5.59
H5 5.94 -3.64 3.93
H6 -1.55 3.55 -1.67
H7 -6.54 -0.59 -3.71
H8 -0.64 4.25 4.60
H9 4.33 1.66 3.54
H10 -10.16 1.31 -5.84
H11 -3.69 -2.90 -1.17
H12 1.49 2.49 1.17
H13 0.43 4.21 -0.28
H14 3.03 -0.77 -1.69
H15 3.48 -3.62 5.75
H16 5.65 -2.04 -3.56
H17 -8.34 0.05 -5.20
H18 4.49 -1.80 2.69
H19 -4.79 -1.09 -2.54
H20 3.48 3.21 5.28
H21 6.57 -0.92 1.15
H22 -9.20 0.74 -7.23
H23 -10.24 2.17 -7.39
H24 -2.31 -4.44 0.20
H25 -4.76 3.29 -4.12
H26 8.38 -1.86 -0.24
H27 5.37 -2.32 4.96
H28 7.91 -2.42 -2.62
H29 -1.02 2.12 3.47

The LUMO energy comes out at -3.164 eV. The gap between HOMO and LUMO comes out at 5.7 eV. Its energy relative to the best compared isomer or geometry (same formula, charge and spin) is 8.9 kJ/mol. The HOMO energy is -8.910 eV. Its spin multiplicity is 1. The charge is +1.



Entry 3:
A 2-piece molecular cluster, C36H29Cl6NOSi overall at a distorted geometry. Source: the Open Molecules 2025 dataset; level of theory: the ωB97M-V functional and the def2-TZVPD basis.

Geometry (Å):
Cl1 0.34 3.62 -6.26
Cl2 5.03 3.09 -4.28
Cl3 4.78 5.70 -2.35
Cl4 0.63 6.65 -5.62
Cl5 2.86 7.67 -3.72
Cl6 3.19 2.82 -2.10
Si1 -1.72 1.32 0.60
O1 2.32 2.01 -4.87
N1 0.70 1.97 1.85
C1 -2.60 3.59 -2.74
C2 -0.03 -0.28 -0.99
C3 5.40 -1.71 0.37
C4 2.43 3.19 -4.60
C5 -0.53 3.32 -0.93
C6 1.70 5.50 -4.90
C7 3.50 3.63 -3.63
C8 2.92 -1.74 1.61
C9 -0.42 4.23 -1.97
C10 4.68 -0.54 0.49
C11 2.71 5.96 -4.02
C12 2.70 0.72 1.24
C13 3.56 5.09 -3.41
C14 -0.90 -2.65 0.13
C15 1.57 4.17 -5.18
C16 -4.36 0.45 0.20
C17 3.42 -0.53 1.11
C18 -1.66 2.56 -0.79
C19 -1.46 4.36 -2.87
C20 4.88 -2.89 0.87
C21 -0.76 1.94 2.12
C22 -2.69 2.68 -1.70
C23 3.65 -2.90 1.49
C24 0.14 4.08 2.91
C25 1.39 0.79 1.59
C26 -5.68 0.25 0.56
C27 -1.01 -0.27 -0.02
C28 -1.44 -1.45 0.55
C29 0.51 -1.48 -1.40
C30 1.28 3.08 2.64
C31 -5.19 1.09 2.75
C32 -6.09 0.58 1.84
C33 -3.47 0.99 1.09
C34 0.07 -2.66 -0.84
C35 -3.88 1.30 2.37
C36 -1.17 3.35 2.54
H1 0.84 -0.12 1.70
H2 -6.38 -0.16 -0.15
H3 1.67 2.65 3.57
H4 0.46 4.84 -2.07
H5 2.13 3.53 2.11
H6 5.07 0.38 0.10
H7 -1.24 -3.57 0.57
H8 -0.92 1.23 2.93
H9 3.22 1.63 1.01
H10 6.36 -1.70 -0.10
H11 0.14 4.42 3.95
H12 -3.57 2.08 -1.58
H13 -2.20 -1.41 1.31
H14 5.45 -3.80 0.79
H15 -5.50 1.33 3.75
H16 -4.01 0.16 -0.78
H17 -7.11 0.42 2.13
H18 0.27 3.20 -0.22
H19 3.26 -3.82 1.89
H20 -1.39 5.08 -3.67
H21 1.29 -1.48 -2.15
H22 -1.67 3.84 1.70
H23 -3.16 1.68 3.08
H24 0.27 4.98 2.30
H25 -3.42 3.69 -3.43
H26 1.97 -1.75 2.11
H27 0.50 -3.60 -1.16
H28 0.32 0.66 -1.39
H29 -1.89 3.36 3.36

The LUMO energy comes out at -1.861 eV. The gap between HOMO and LUMO comes out at 5.2 eV. The HOMO energy is -7.091 eV. Its spin multiplicity is 1. As for the SMILES: C(=C\N1CCC[C@H]1[Si](c1ccccc1)(c1ccccc1)c1ccccc1)/c1ccccc1.O=C1C(Cl)=C(Cl)C(Cl)=C(Cl)C1(Cl)Cl. The charge is 0.



Entry 4:
C36H29F11N8RuS as an isolated structure. Source: the Open Molecules 2025 dataset; level of theory: the ωB97M-V functional and the def2-TZVPD basis.

Geometry (Å):
Ru1 0.47 0.43 0.30
S1 -1.98 0.88 0.22
F1 6.83 0.48 -1.70
F2 5.29 1.05 0.37
F3 5.81 -0.58 -4.00
F4 1.53 -0.55 -2.05
F5 2.24 4.43 1.94
F6 4.34 5.52 -2.11
F7 3.94 5.92 0.56
F8 2.90 3.56 -3.38
F9 3.12 -1.06 -4.14
F10 0.47 -1.55 0.25
F11 1.09 2.12 -2.05
N1 0.60 0.39 2.34
N2 -1.20 -0.41 -2.99
N3 2.47 0.37 0.34
N4 -4.28 0.54 -1.13
N5 0.61 2.43 0.60
N6 -2.21 -1.97 -0.68
N7 -3.33 -1.44 -0.69
N8 -4.30 1.88 -1.19
C1 3.23 4.99 -0.09
C2 -1.99 -6.14 -0.99
C3 -5.32 2.54 -1.84
C4 0.08 0.29 -4.91
C5 -0.65 -0.68 -4.23
C6 -6.25 4.61 -2.65
C7 5.52 0.19 -1.78
C8 5.01 -0.32 -2.95
C9 -3.37 -4.18 -0.75
C10 -2.22 -3.40 -0.78
C11 -5.24 3.92 -2.01
C12 1.53 3.22 0.00
C13 3.65 -0.56 -3.02
C14 -3.24 -5.56 -0.86
C15 1.93 -0.22 2.57
C16 0.54 1.77 2.92
C17 -7.36 3.95 -3.14
C18 2.72 3.78 -2.07
C19 4.71 0.45 -0.69
C20 2.96 0.49 1.70
C21 2.31 4.23 0.61
C22 -0.87 -1.91 -4.85
C23 3.45 4.78 -1.44
C24 0.39 -1.20 -6.78
C25 3.32 0.17 -0.69
C26 -6.44 1.86 -2.34
C27 0.60 0.03 -6.17
C28 -0.35 -2.16 -6.11
C29 -0.96 -3.97 -0.90
C30 -0.45 -0.49 2.91
C31 -3.24 -0.01 -0.61
C32 -7.44 2.57 -2.98
C33 2.84 -0.31 -1.93
C34 1.80 3.04 -1.37
C35 -0.85 -5.35 -1.01
C36 0.00 2.74 1.88
H1 -4.13 -6.18 -0.84
H2 1.85 -1.26 2.25
H3 -8.15 4.49 -3.65
H4 0.13 3.77 2.21
H5 -0.09 -3.32 -0.87
H6 -6.16 5.69 -2.77
H7 3.06 1.54 2.00
H8 -4.37 4.45 -1.63
H9 -0.24 -0.64 3.98
H10 0.81 -1.40 -7.76
H11 1.18 0.80 -6.67
H12 -1.44 -2.67 -4.33
H13 0.13 -5.81 -1.10
H14 0.26 1.25 -4.44
H15 -8.30 2.03 -3.35
H16 -1.07 2.57 1.79
H17 -0.71 0.27 -2.43
H18 -6.50 0.79 -2.21
H19 -1.42 -0.02 2.78
H20 -1.42 -1.21 -2.41
H21 -3.46 2.38 -0.91
H22 -0.52 -3.13 -6.57
H23 -4.33 -3.70 -0.65
H24 2.19 -0.19 3.64
H25 -0.43 -1.43 2.37
H26 3.93 0.02 1.87
H27 -1.90 -7.22 -1.07
H28 1.55 2.05 3.22
H29 -0.08 1.75 3.82

The LUMO energy (spin up / spin down) comes out at 2.184 / 1.948 eV. The gap between HOMO and LUMO (spin up / spin down) comes out at 7.0 / 6.7 eV. Its energy relative to the best compared isomer or geometry (same formula, charge and spin) is 45.9 kJ/mol. The HOMO energy (spin up / spin down) is -4.783 / -4.711 eV. Its spin multiplicity is 2. The charge is -1.



> Which value of charge does entry 2 give?

+1



> Number 4 is which compound?

C36H29F11N8RuS